{
  "formula": "C47H44As2FeN3O2S4",
  "method": "the ωB97M-V functional and the def2-TZVPD basis",
  "symbols": ["Fe", "C", "C", "C", "C", "C", "C", "C", "C", "C", "S", "C", "N", "H", "H", "H", "H", "H", "H", "H", "H", "S", "C", "C", "C", "C", "C", "C", "As", "C", "C", "C", "C", "C", "C", "C", "C", "C", "C", "C", "C", "H", "H", "H", "H", "H", "H", "H", "H", "H", "H", "H", "H", "H", "H", "O", "C", "C", "C", "C", "C", "C", "C", "O", "N", "N", "C", "S", "C", "C", "S", "H", "H", "H", "H", "H", "H", "H", "H", "H", "C", "As", "C", "C", "C", "C", "C", "C", "C", "C", "H", "H", "H", "H", "H", "H", "H", "H", "H", "H", "H", "H", "H"],
  "coordinates": [[0.14834, -0.18098, -0.09299], [1.27194, -3.24578, -0.64019], [0.44264, -2.94678, -1.84199], [0.13874, -3.94858, -2.78089], [-0.60666, -3.63848, -3.88299], [-1.06236, -2.31808, -4.06969], [-1.85566, -1.93588, -5.16759], [-2.30476, -0.64198, -5.27369], [-1.97666, 0.29862, -4.30259], [-1.19416, -0.03118, -3.20409], [-0.79916, 1.19612, -2.06289], [-0.72576, -1.36948, -3.06349], [0.00024, -1.71138, -1.97819], [1.80924, -4.18218, -0.75519], [0.63374, -3.30068, 0.24661], [1.97964, -2.42998, -0.47969], [0.48264, -4.95668, -2.60859], [-0.86556, -4.39138, -4.61399], [-2.11246, -2.67608, -5.91119], [-2.92626, -0.34678, -6.10799], [-2.33316, 1.31382, -4.38249], [2.08824, -0.28628, 1.28571], [3.73034, -0.13278, 0.68451], [4.79064, -0.25918, 1.58171], [6.09314, -0.16748, 1.13541], [6.35774, 0.04742, -0.20839], [5.30804, 0.18732, -1.10409], [3.99144, 0.11572, -0.67109], [2.40104, 0.35982, -1.80519], [2.27104, 2.30132, -1.73499], [1.73284, 2.97292, -2.82829], [1.47384, 4.32792, -2.76509], [1.74714, 5.03072, -1.60339], [2.27994, 4.37272, -0.50949], [2.53854, 3.01392, -0.57279], [3.21074, 0.14192, -3.59969], [4.00244, 1.12262, -4.19029], [4.51884, 0.94082, -5.46159], [4.24374, -0.22128, -6.16399], [3.46644, -1.20978, -5.58419], [2.95544, -1.02798, -4.30939], [4.57554, -0.43138, 2.62491], [6.90774, -0.26868, 1.83801], [7.37904, 0.10732, -0.55509], [5.51434, 0.35342, -2.15519], [1.50714, 2.41862, -3.73579], [1.04374, 4.83622, -3.61689], [1.54374, 6.09092, -1.55619], [2.48754, 4.91952, 0.39891], [2.95224, 2.51272, 0.29421], [4.20564, 2.04032, -3.64899], [5.13464, 1.71052, -5.90609], [4.63124, -0.35358, -7.16359], [3.25404, -2.11958, -6.12859], [2.34274, -1.80178, -3.85639], [0.10764, 3.23322, 2.81461], [-1.20886, 3.39112, 3.01721], [-1.61856, 4.24462, 4.04401], [-2.95776, 4.43322, 4.30931], [-3.91926, 3.79082, 3.53741], [-3.53186, 2.93992, 2.52401], [-2.18026, 2.71092, 2.25611], [-1.76266, 1.69952, 1.27151], [-0.52116, 1.54252, 0.99171], [-2.70976, 0.93052, 0.78361], [-2.30266, -0.18438, 0.15851], [-3.14236, -0.84138, -0.53869], [-2.78546, -2.48598, -1.01919], [-4.41836, -2.78498, -1.79409], [-4.90106, -1.46398, -2.34169], [-4.74516, -0.24288, -0.99499], [0.20834, 2.60202, 2.05951], [-0.85396, 4.74722, 4.61531], [-3.25576, 5.08132, 5.12131], [-4.96676, 3.95992, 3.73651], [-4.26596, 2.43052, 1.91831], [-5.09296, -3.16358, -1.02449], [-4.27636, -3.52698, -2.57809], [-5.94676, -1.50918, -2.64069], [-4.27806, -1.12708, -3.17449], [-0.58406, -3.48068, 3.05571], [-0.92626, -1.69758, 2.25611], [-2.83476, -1.72368, 2.73731], [-0.21766, -0.57228, 3.74561], [-1.00606, -0.58838, 5.00441], [-0.70706, -1.46108, 6.04801], [-1.42796, -1.42528, 7.22931], [-2.46296, -0.51958, 7.39011], [-2.77426, 0.34942, 6.35601], [-2.05386, 0.31272, 5.17761], [-0.92516, -3.49098, 4.08951], [0.47224, -3.74128, 3.02111], [-1.14786, -4.23058, 2.49841], [-2.95186, -2.04028, 3.77511], [-3.36566, -2.42668, 2.09281], [-3.28466, -0.74058, 2.61561], [-0.17086, 0.44592, 3.35571], [0.80834, -0.91078, 3.91371], [0.11454, -2.15738, 5.94471], [-1.17086, -2.09748, 8.03611], [-3.02006, -0.48578, 8.31531], [-3.57186, 1.06872, 6.47261], [-2.29156, 1.00512, 4.38121]],
  "atomic_forces_ev_per_a": [[-1.68, 0.88, -0.83], [-0.02, 0.03, 0.04], [-0.08, 0.24, 0.04], [-0.14, -0.06, -0.34], [0.08, 0.03, 0.22], [0.15, 0.24, 0.33], [-0.18, 0.18, -0.17], [0.01, -0.53, -0.17], [0.30, 0.05, 0.54], [-0.08, -0.08, -0.16], [0.68, -0.24, 1.33], [-0.41, 0.10, -0.86], [0.35, -0.08, 1.22], [0.05, -0.10, 0.04], [0.09, -0.04, -0.01], [0.02, -0.12, 0.09], [0.10, -0.07, 0.00], [0.00, -0.10, -0.06], [0.00, -0.07, -0.09], [0.00, -0.01, -0.06], [-0.07, 0.12, -0.05], [-1.02, 0.16, 0.26], [-0.23, 0.09, -0.92], [-0.25, -0.01, 0.05], [0.03, 0.01, -0.07], [0.03, 0.01, -0.11], [0.00, 0.04, -0.18], [-0.22, -0.15, 0.19], [0.91, 0.49, 0.27], [0.01, 0.10, -0.04], [0.02, -0.26, -0.23], [0.00, 0.11, -0.08], [-0.02, 0.10, -0.02], [0.00, 0.14, 0.05], [0.14, -0.30, 0.10], [-0.38, -0.14, 0.13], [-0.05, 0.21, 0.33], [0.05, 0.02, -0.02], [0.01, -0.04, -0.04], [0.02, -0.05, -0.06], [-0.19, -0.05, 0.30], [-0.01, -0.03, 0.14], [0.05, -0.01, 0.06], [0.05, 0.01, -0.05], [0.04, 0.00, 0.04], [-0.02, 0.13, 0.09], [0.00, 0.01, -0.06], [-0.03, 0.07, 0.04], [0.02, 0.00, 0.08], [-0.02, -0.04, 0.02], [0.00, -0.02, -0.06], [0.01, 0.04, -0.01], [0.05, -0.02, -0.07], [-0.03, -0.04, 0.00], [-0.02, 0.00, -0.07], [0.18, -0.04, -0.08], [-0.33, -0.06, -0.09], [0.11, 0.00, -0.03], [0.17, -0.05, -0.07], [-0.19, -0.02, 0.00], [0.05, 0.06, 0.02], [0.35, 0.36, 0.17], [-0.80, -1.13, -0.80], [1.42, -0.89, -0.19], [-0.94, 0.98, 0.54], [1.50, -0.60, -0.81], [-0.28, 0.31, 0.19], [-0.39, -0.34, -0.22], [0.30, -0.05, 0.31], [0.15, 0.25, 0.22], [0.17, -0.03, 0.06], [0.07, 0.10, 0.14], [0.09, 0.03, 0.10], [-0.02, 0.07, 0.02], [-0.10, -0.03, -0.02], [-0.02, -0.07, -0.02], [-0.03, -0.03, -0.14], [0.01, -0.05, 0.00], [-0.01, 0.03, -0.02], [-0.12, -0.10, -0.01], [0.17, 0.12, -0.40], [0.05, -0.15, 0.72], [-0.09, 0.08, -0.23], [0.16, 0.02, -0.32], [-0.11, -0.05, 0.22], [0.04, 0.02, -0.13], [-0.04, -0.06, 0.14], [-0.05, -0.02, 0.03], [-0.06, 0.02, 0.06], [0.04, 0.04, -0.06], [-0.03, 0.14, 0.02], [0.06, 0.04, -0.02], [0.01, 0.06, -0.03], [0.18, 0.00, -0.06], [0.13, 0.01, -0.07], [0.07, 0.06, -0.05], [0.10, -0.06, -0.07], [-0.10, 0.04, -0.11], [0.08, -0.04, -0.03], [0.02, -0.05, 0.04], [-0.02, -0.01, 0.06], [-0.07, 0.06, -0.01], [-0.04, 0.09, -0.07]],
  "relative_energy_kj_mol": 332.3,
  "spin_multiplicity": 2,
  "total_charge": 0,
  "orbital_gap_ev": [5.68, 5.57],
  "homo_energy_ev": [-7.241, -7.164]
}

---

{
  "formula": "C9H19IN2O5P2S",
  "method": "the ωB97M-V functional and the def2-TZVPD basis",
  "symbols": ["O", "C", "I", "C", "P", "P", "S", "C", "O", "O", "H", "H", "H", "H", "H", "C", "O", "N", "C", "C", "H", "H", "H", "H", "H", "H", "H", "C", "O", "N", "C", "C", "H", "H", "H", "H", "H", "H", "H"],
  "coordinates": [[-1.17434, 0.49405, 2.83961], [-1.54901, 0.71691, 1.74434], [-2.93178, -0.56574, 0.75365], [-1.08928, 1.92500, 0.96446], [0.06988, 1.48809, -0.39629], [1.12407, -0.45281, -0.00631], [1.06256, -1.65635, -1.50758], [-0.85729, 1.33501, -2.09033], [-1.55576, 0.36150, -2.23772], [-0.58128, 2.32399, -2.76932], [-0.58534, 2.61762, 1.62691], [-1.95909, 2.38598, 0.51109], [0.99847, 2.53110, -0.48644], [2.43723, -0.04567, 0.28202], [0.48601, -0.98158, 1.12923], [-2.49955, -3.61478, 3.61262], [-1.79440, -3.07674, 2.78187], [-2.67067, -3.17073, 4.86996], [-3.52670, -3.85243, 5.81977], [-1.96903, -1.96485, 5.28106], [-3.07165, -4.53262, 3.39440], [-4.32356, -3.18443, 6.15259], [-2.94544, -4.16908, 6.68805], [-3.97377, -4.72946, 5.35757], [-2.26030, -1.12815, 4.64682], [-0.89291, -2.10722, 5.17904], [-2.20936, -1.73884, 6.31660], [4.39048, 2.72367, -4.44378], [4.41582, 3.22130, -3.33294], [3.31875, 2.13098, -4.99278], [3.35212, 1.55100, -6.31959], [2.08547, 2.07199, -4.22184], [5.27481, 2.71829, -5.10475], [2.61576, 2.04011, -6.96011], [3.12200, 0.48510, -6.26774], [4.33951, 1.67705, -6.75865], [1.74850, 3.07676, -3.97619], [2.26584, 1.53370, -3.29042], [1.31321, 1.56228, -4.78890]],
  "atomic_forces_ev_per_a": [[0.29, -0.18, 0.78], [-0.26, 0.04, -0.29], [0.05, 0.14, -0.02], [0.13, -0.08, -0.27], [-0.13, -0.34, 0.14], [0.10, -0.84, -0.84], [0.01, 0.20, -0.01], [-0.81, 0.57, -2.38], [0.14, -0.25, 0.81], [0.32, -0.09, 0.84], [0.00, 0.09, 0.27], [-0.09, 0.21, -0.21], [0.12, -0.05, 0.24], [-0.19, 0.21, 0.57], [0.26, 0.43, 0.34], [-0.03, -0.10, -0.11], [0.13, 0.03, -0.02], [-0.10, -0.04, 0.18], [0.15, 0.21, -0.01], [-0.02, -0.06, -0.17], [0.00, 0.00, 0.02], [-0.04, -0.07, 0.05], [-0.07, -0.05, 0.04], [0.01, -0.01, -0.04], [0.06, 0.04, 0.02], [0.02, 0.06, 0.02], [-0.03, -0.05, 0.03], [0.16, 0.04, 0.02], [-0.04, -0.01, 0.06], [-0.07, -0.09, -0.15], [-0.16, 0.03, 0.18], [0.22, 0.10, 0.04], [-0.01, 0.00, -0.01], [0.02, -0.05, -0.07], [0.01, -0.01, -0.09], [0.03, 0.02, 0.02], [-0.09, -0.02, 0.04], [-0.10, -0.02, 0.02], [0.00, -0.02, -0.03]],
  "spin_multiplicity": 1,
  "total_charge": 0,
  "orbital_gap_ev": 8.74,
  "homo_energy_ev": -9.030
}

---

{
  "formula": "C19H16N6O2",
  "method": "the ωB97M-V functional and the def2-TZVPD basis",
  "symbols": ["N", "C", "N", "C", "N", "C", "N", "C", "C", "C", "C", "C", "C", "C", "N", "O", "O", "C", "C", "C", "C", "C", "C", "C", "C", "C", "N", "H", "H", "H", "H", "H", "H", "H", "H", "H", "H", "H", "H", "H", "H", "H", "H"],
  "coordinates": [[-2.89349, -3.41509, 4.60549], [-2.17178, -2.60357, 3.82501], [-2.46017, -1.35282, 3.93370], [-1.68936, -0.58360, 3.22183], [-2.01601, 0.73994, 3.46202], [-0.63607, -0.95905, 2.38729], [-0.00462, 0.03836, 1.59933], [-0.33135, 0.03601, 0.31672], [0.01662, 1.18491, -0.50276], [-0.29123, 1.27181, -1.88301], [-0.07011, 2.48291, -2.71191], [-0.46080, 2.53144, -4.07868], [-0.29818, 3.71812, -4.80052], [0.36479, 4.86340, -4.25220], [0.56315, 6.08496, -4.94339], [1.32982, 6.87956, -4.44956], [-0.09910, 6.28889, -5.97717], [0.81841, 4.75691, -2.90599], [0.60616, 3.57453, -2.17779], [-0.39075, -2.35250, 2.41568], [0.72102, -3.01153, 1.64423], [1.93927, -2.36487, 1.37812], [2.90912, -2.95480, 0.53183], [2.75688, -4.25894, 0.08973], [1.58178, -4.95214, 0.47197], [0.56388, -4.31775, 1.16820], [-1.19281, -3.17080, 3.17789], [-2.37614, -4.28174, 4.77104], [-3.22860, -2.87758, 5.38052], [-2.51147, 0.75495, 4.34996], [-1.27979, 1.41010, 3.28225], [-0.86311, -0.80046, -0.13756], [0.48865, 2.01083, 0.01919], [-0.75990, 0.43291, -2.37072], [-0.91475, 1.64137, -4.52074], [-0.67497, 3.67950, -5.83118], [1.35321, 5.56140, -2.41516], [1.03174, 3.58744, -1.18364], [2.10855, -1.33373, 1.78962], [3.81118, -2.36839, 0.29627], [3.53083, -4.68790, -0.50919], [1.47388, -6.00063, 0.15302], [-0.35440, -4.88236, 1.38025]],
  "atomic_forces_ev_per_a": [[-0.52, -1.74, 0.68], [0.53, -1.54, 0.45], [-0.33, 0.73, -0.21], [-0.12, 3.05, 0.53], [0.49, -0.06, -0.47], [0.27, -2.09, -0.42], [-1.24, 0.29, -2.46], [1.07, 0.21, 2.45], [-0.63, 0.03, -3.44], [0.79, 0.42, 3.21], [0.33, -0.59, -0.26], [0.24, 0.75, 1.20], [0.27, 0.26, -0.49], [-0.63, -3.19, 2.17], [-1.15, 1.06, -1.83], [0.24, 0.27, -0.10], [0.94, -0.44, 1.24], [-0.35, -0.65, -0.87], [0.21, 1.38, -0.65], [-0.61, 0.02, 0.29], [0.25, 0.24, 0.05], [0.00, 0.78, -0.28], [-0.12, 0.72, 0.92], [-1.25, 0.36, 0.86], [0.76, -0.15, -0.85], [-0.20, -0.57, 0.21], [2.32, 0.40, -2.24], [-0.69, 0.43, 0.32], [-0.41, -0.46, 0.57], [0.21, 0.63, -0.38], [-0.23, 0.05, 0.18], [-0.17, 0.01, 0.05], [-0.08, -0.12, -0.06], [-0.13, -0.24, -0.02], [0.06, 0.46, -0.02], [0.36, 0.54, 0.44], [-0.12, 0.05, -0.31], [-0.24, -0.28, 0.05], [-0.14, -1.17, -0.53], [-0.48, -0.42, 0.09], [0.18, -0.46, -0.26], [-0.10, 0.60, 0.20], [0.41, 0.44, 0.00]],
  "smiles": "Nc1nc(N)c(/N=C/C=C/c2ccc([N+](=O)[O-])cc2)c(-c2ccccc2)n1",
  "relative_energy_kj_mol": 359.1,
  "spin_multiplicity": 1,
  "total_charge": 0,
  "orbital_gap_ev": 6.64,
  "homo_energy_ev": -8.140
}

---

no.,maximum force (eV/A)
1,2.071
2,2.580
3,3.910